[1]
{"formula": "C6H10O", "method": "ωB97M-V with the def2-TZVPD basis set", "spin_multiplicity": 1, "total_charge": 0, "relative_energy_ev": 3.130, "species": ["C", "C", "C", "C", "C", "C", "O", "H", "H", "H", "H", "H", "H", "H", "H", "H", "H"], "coordinates": [[-0.14571, 1.40432, -1.30233], [-0.49372, 0.58945, -0.05681], [-1.20742, -0.75205, -0.33500], [-0.78089, -1.82102, 0.62176], [0.36657, -1.21184, 1.35917], [0.73187, 0.18896, 0.81155], [1.95707, 0.15844, 0.09820], [0.53970, 0.85964, -1.96167], [-1.04672, 1.63747, -1.88179], [0.34186, 2.34951, -1.04179], [-1.16081, 1.19537, 0.57089], [-0.93531, -1.16922, -1.32551], [-2.30212, -0.67827, -0.38899], [1.22910, -1.89517, 1.35593], [0.11106, -1.23187, 2.43056], [0.89714, 0.92124, 1.60729], [1.89832, -0.54498, -0.56146]], "nbo_charge": [-0.599, -0.264, -0.610, 0.188, -0.651, 0.084, -0.706, 0.202, 0.210, 0.219, 0.207, 0.265, 0.259, 0.271, 0.282, 0.186, 0.457]}

[2]
{"formula": "H20O10", "method": "ωB97M-V with the def2-TZVPD basis set", "spin_multiplicity": 1, "smiles": "O.O.O.O.O.O.O.O.O.O", "total_charge": 0, "relative_energy_ev": 2.489, "species": ["O", "H", "H", "O", "H", "H", "O", "H", "H", "O", "H", "H", "O", "H", "H", "O", "H", "H", "O", "H", "H", "O", "H", "H", "O", "H", "H", "O", "H", "H"], "coordinates": [[2.85823, -18.88272, -17.05167], [2.60110, -19.71311, -17.47009], [3.16562, -18.32450, -17.77520], [4.89082, -17.73866, -15.21010], [4.10504, -18.09316, -15.64841], [5.63649, -18.02553, -15.74710], [-0.66456, -21.67804, -13.79846], [0.19978, -21.25337, -13.88164], [-0.74540, -21.88364, -12.86210], [1.58921, -17.60395, -14.42823], [1.67242, -17.35253, -15.35615], [2.08402, -16.93654, -13.94062], [4.60666, -21.41126, -16.00838], [5.28476, -22.03051, -16.29751], [4.85895, -20.56344, -16.38568], [0.82455, -23.32422, -15.76237], [1.56071, -22.70336, -15.77840], [0.27654, -23.00847, -15.02970], [4.89712, -19.81279, -13.14286], [5.31884, -19.21852, -13.77985], [4.59173, -19.23354, -12.43946], [2.04511, -20.54829, -14.30365], [2.93323, -20.48502, -14.67460], [1.71140, -19.64118, -14.34317], [-1.23126, -17.15576, -13.78022], [-1.10079, -16.64525, -12.97698], [-0.34665, -17.46483, -14.02763], [4.11878, -23.73060, -13.87783], [3.98703, -23.87432, -12.93690], [3.90226, -22.80136, -14.01489]], "nbo_charge": [-0.976, 0.503, 0.481, -0.962, 0.493, 0.469, -0.959, 0.492, 0.470, -0.966, 0.493, 0.490, -0.953, 0.489, 0.466, -0.961, 0.464, 0.487, -0.954, 0.480, 0.467, -0.992, 0.497, 0.492, -0.954, 0.460, 0.484, -0.946, 0.467, 0.478]}

[3]
{"formula": "C12H23F6N3O4PS2", "method": "ωB97M-V with the def2-TZVPD basis set", "spin_multiplicity": 1, "total_charge": -1, "species": ["C", "C", "C", "C", "C", "P", "N", "C", "C", "C", "N", "C", "C", "H", "H", "H", "H", "H", "H", "H", "H", "H", "H", "H", "H", "H", "H", "H", "H", "H", "H", "H", "H", "H", "H", "H", "C", "F", "F", "F", "S", "O", "O", "N", "S", "O", "O", "C", "F", "F", "F"], "coordinates": [[-1.81415, -2.42291, 0.30709], [-2.44005, -1.37095, -0.60487], [-2.47055, -1.68448, -2.12626], [-1.68158, -2.89541, -2.62877], [-0.18567, -2.67613, -2.96709], [0.57601, -1.28061, -2.04835], [2.21456, -1.82258, -1.86377], [2.61056, -2.04726, -0.66555], [2.11315, -1.40624, 0.60031], [3.76118, -3.00156, -0.46759], [0.71105, -0.04629, -3.26947], [0.72003, 1.25564, -2.53597], [1.34830, 2.37347, -3.34789], [-0.89561, -2.84972, -0.09075], [-1.55312, -1.93539, 1.24781], [-2.52503, -3.20771, 0.57233], [-3.46152, -1.19116, -0.26851], [-1.90119, -0.43845, -0.44622], [-2.15335, -0.79461, -2.67434], [-3.51424, -1.83897, -2.40992], [-1.80257, -3.75745, -1.97462], [-2.14313, -3.19008, -3.57450], [-0.05966, -2.54315, -4.04244], [0.38514, -3.57229, -2.71146], [2.06342, -2.14041, 1.40517], [1.16218, -0.89700, 0.49695], [2.87403, -0.68524, 0.90918], [3.37384, -3.95053, -0.10124], [4.30337, -3.12032, -1.40108], [4.45065, -2.59751, 0.27724], [1.64751, -0.12968, -3.66620], [-0.29700, 1.48738, -2.23116], [1.31950, 1.13262, -1.63249], [2.43437, 2.29096, -3.33413], [1.10097, 3.32442, -2.87323], [0.96516, 2.40706, -4.36669], [-0.07935, 2.92375, 1.17414], [0.42418, 2.17426, 0.19004], [0.69465, 4.00156, 1.31637], [-1.29193, 3.33797, 0.80208], [-0.13040, 1.89704, 2.69987], [1.24510, 1.56483, 2.95093], [-1.00515, 0.80621, 2.36678], [-0.74796, 3.00395, 3.64168], [-1.03896, 2.66584, 5.16209], [0.12484, 2.49795, 5.98541], [-2.13360, 1.76597, 5.38990], [-1.69581, 4.32606, 5.61224], [-2.77920, 4.63672, 4.89686], [-0.78668, 5.28424, 5.41780], [-2.03629, 4.33619, 6.90228]], "nbo_charge": [-0.618, -0.405, -0.411, -0.395, -0.753, 1.113, -0.806, 0.384, -0.718, -0.672, -0.932, -0.218, -0.622, 0.192, 0.235, 0.191, 0.197, 0.222, 0.208, 0.196, 0.201, 0.200, 0.226, 0.228, 0.224, 0.261, 0.243, 0.227, 0.228, 0.213, 0.359, 0.198, 0.179, 0.199, 0.216, 0.205, 0.712, -0.327, -0.319, -0.318, 2.251, -0.943, -0.943, -1.233, 2.250, -0.937, -0.936, 0.710, -0.320, -0.320, -0.322]}

Number 1: calculated total energy -309.72736 Eh, HOMO level -8.4 eV, HOMO-LUMO gap 8.588 eV. Number 2: calculated total energy -764.39046 Eh, HOMO level -10.2 eV, HOMO-LUMO gap 9.680 eV. Number 3: calculated total energy -2673.25714 Eh, HOMO level -5.6 eV, HOMO-LUMO gap 8.388 eV.